C23H20F4N3O3PdS | ωB97M-V/def2-TZVPD

```
! wB97M-V def2-TZVPD RIJCOSX def2/J DEFGRID3
* xyz -1 3
Pd 0.02 -0.48 -0.18
C -1.43 1.92 -1.61
N -1.86 0.87 -0.69
C -2.63 1.43 0.42
C -2.67 -0.16 -1.36
C -1.94 -0.89 -2.45
N -0.76 -1.52 -1.89
C -0.15 -2.53 -2.54
C 0.90 -3.25 -1.93
F 1.32 -2.89 -0.70
C 1.52 -4.34 -2.50
F 2.49 -4.96 -1.79
C 1.19 -4.82 -3.75
C 0.21 -4.11 -4.40
F -0.15 -4.48 -5.65
C -0.43 -3.02 -3.85
F -1.30 -2.37 -4.67
H -2.29 2.32 -2.18
H -0.69 1.54 -2.31
H -0.98 2.72 -1.05
H -3.60 1.81 0.06
H -2.09 2.24 0.88
H -2.80 0.66 1.17
H -3.58 0.30 -1.78
H -2.97 -0.87 -0.60
H -1.70 -0.20 -3.27
H -2.64 -1.61 -2.85
H 1.67 -5.68 -4.19
C -0.97 5.07 3.05
C -0.28 5.01 1.85
C 0.22 3.80 1.38
C 0.04 2.63 2.13
C -0.64 2.69 3.34
C -1.15 3.90 3.78
H -1.36 6.01 3.41
H -0.13 5.91 1.27
H 0.75 3.76 0.44
H -0.80 1.77 3.89
H -1.69 3.93 4.72
O -0.96 -0.12 2.69
C 0.12 0.06 2.10
N 0.55 1.40 1.64
S 1.99 1.36 0.75
O 1.68 1.42 -0.67
O 2.89 2.38 1.23
C 2.38 -0.23 1.31
C 3.60 -0.87 1.21
C 3.70 -2.17 1.70
C 2.56 -2.79 2.28
C 1.35 -2.17 2.39
C 1.22 -0.83 1.91
H 4.44 -0.38 0.74
H 4.64 -2.70 1.63
H 2.66 -3.81 2.64
H 0.49 -2.66 2.83
*
```

max |F| = 1.8 eV/Å
E = -59972.4474 eV
highest occupied orbital energy (spin up / spin down) = -2.6 / -4.1 eV
orbital gap (spin up / spin down) = 5.4 / 6.8 eV
relative energy (zero: lowest compared OMol25 entry of this formula, charge and spin) = 10.2 kcal/mol
LUMO level (spin up / spin down) = 2.85 / 2.65 eV

C23H20I2IrN2S | ωB97M-V/def2-TZVPD

```
! wB97M-V def2-TZVPD RIJCOSX def2/J DEFGRID3
* xyz 1 1
Ir -0.38 1.34 0.09
I -3.00 3.48 -0.78
C -2.77 4.26 1.22
I -1.10 3.47 2.33
H -3.68 4.02 1.77
H -2.64 5.33 1.13
C 0.98 -1.91 -0.43
C 1.92 -0.93 -1.03
C 3.11 -1.40 -1.61
C 4.01 -0.52 -2.14
C 3.73 0.86 -2.08
C 4.64 1.83 -2.55
C 4.34 3.17 -2.47
C 3.12 3.58 -1.96
C 2.19 2.65 -1.51
S 0.63 3.19 -1.00
C 2.49 1.26 -1.51
N 1.62 0.36 -1.00
H 1.46 -2.87 -0.28
H 0.12 -2.05 -1.08
H 0.62 -1.53 0.53
H 3.29 -2.46 -1.65
H 4.93 -0.85 -2.60
H 5.58 1.50 -2.97
H 5.05 3.91 -2.81
H 2.87 4.62 -1.91
N -2.27 0.10 -0.80
C -2.36 -1.30 -0.57
C -2.69 -2.16 -1.62
C -2.84 -3.51 -1.40
C -2.67 -4.03 -0.13
C -2.31 -3.19 0.91
C -2.12 -1.82 0.71
C -1.60 -1.02 1.84
C -2.08 -1.32 3.12
C -1.46 -0.82 4.25
C -0.34 -0.03 4.12
C 0.12 0.33 2.86
C -0.55 -0.08 1.71
H -2.44 0.32 -1.78
H -2.99 0.56 -0.24
H -2.86 -1.74 -2.60
H -3.11 -4.16 -2.22
H -2.81 -5.08 0.06
H -2.14 -3.60 1.89
H -2.95 -1.96 3.21
H -1.84 -1.08 5.22
H 0.18 0.33 5.00
H 1.00 0.96 2.79
*
```

max |F| = 2.9 eV/Å
E = -57024.2121 eV
highest occupied orbital energy (spin up / spin down) = -10.8 / -10.6 eV
orbital gap (spin up / spin down) = 6.0 / 5.9 eV
relative energy (zero: lowest compared OMol25 entry of this formula, charge and spin) = 69.7 kcal/mol
LUMO level (spin up / spin down) = -4.78 / -4.79 eV

E of number 1 (C23H20F4N3O3PdS)?
-59972.4474 eV

Among the records above, which one has the lowest relative energy (zero: lowest compared OMol25 entry of this formula, charge and spin)?
C23H20F4N3O3PdS